111
Properties=species:S:1:pos:R:3:forces:R:3:mulliken_charge:R:1 method="wB97M-V/def2-TZVPD" gap_ev="4.63 / 4.56" spin_multiplicity=1 charge=0
Ca 0.59716 -1.30014 -2.93683 0.3 0.4 0.1 0.842
C -2.09394 -4.05193 1.44451 -1.3 -0.6 0.6 -1.827
C -1.26867 -2.86182 1.87729 0.7 -1.0 -1.9 -0.054
C -1.02119 -2.41028 3.20596 1.2 -0.2 -1.0 -0.659
C 0.06289 -1.60227 3.53613 -1.6 -0.4 -0.4 0.093
N 0.92806 -1.42967 2.44587 -1.6 -1.0 -1.2 0.110
N 0.30261 -1.35250 1.11588 2.1 1.4 0.7 1.170
B 0.26380 -0.01366 0.48150 1.3 1.6 0.6 -1.522
N 1.53449 0.82542 0.56830 -1.9 -0.8 -0.9 0.726
N 1.30164 2.01089 1.32412 1.1 -0.9 -0.9 -0.221
C 2.35025 2.77286 1.47637 -1.1 -0.4 -0.4 0.208
C 3.61216 2.40348 0.92349 -0.4 2.7 1.7 -0.135
C 3.87161 1.27515 0.26415 -2.2 -3.9 -0.9 -0.501
C 5.20122 0.64444 0.02780 0.4 1.9 -1.4 -1.656
C 2.71966 0.52275 -0.15178 0.9 0.2 1.4 0.417
S 2.85715 -0.92900 -1.14733 -0.5 0.3 0.4 -0.300
C 2.09015 4.05822 2.33105 3.1 -0.6 -0.8 2.065
C 2.47374 5.24813 1.36884 1.5 0.5 2.0 -1.646
C 3.10421 4.02030 3.50052 1.8 -0.2 -0.6 -1.352
C 0.70482 4.01113 2.86092 -0.9 0.3 0.2 -1.390
N -1.02626 0.62437 0.23631 0.6 -0.6 0.3 -0.248
N -1.96555 0.51698 1.30524 1.3 0.4 0.4 -0.185
C -2.85323 1.46882 1.40992 -0.2 -0.7 -2.7 -0.182
C -3.12701 2.24594 0.24063 -1.2 0.7 2.1 -0.415
C -2.33696 2.25213 -0.85018 1.4 -0.1 -3.1 0.021
C -2.64569 3.14612 -2.09345 0.6 -2.3 0.4 -1.738
C -1.22260 1.41747 -0.88844 -0.3 0.7 -0.7 1.088
S -0.18026 1.41616 -2.35048 -0.1 -0.8 1.1 -0.487
C -3.73215 1.53045 2.65170 0.1 -0.3 -2.5 2.479
C -3.86618 0.11025 3.10605 -1.0 -2.3 0.3 -1.487
C -5.15640 2.01910 2.26283 0.0 -0.5 1.8 -2.200
C -3.00047 2.44785 3.59650 1.3 -0.6 1.3 -1.340
C -0.54910 -2.32660 0.73851 -1.8 -0.6 3.2 0.714
S -0.82366 -2.67280 -0.89893 -0.1 -0.1 -0.2 -0.554
C 0.42523 -1.09986 4.91081 0.4 0.5 1.9 2.675
C -0.84648 -0.99175 5.80274 0.1 -2.1 -1.0 -1.717
C 1.37287 -2.15872 5.71833 0.2 -0.1 -0.7 -1.581
C 1.05226 0.34428 4.74217 -0.8 -1.1 -0.1 -1.523
H -1.42138 -4.86391 1.10198 -0.3 0.4 0.0 0.285
H -2.74151 -3.75545 0.56227 0.6 -0.5 1.1 0.274
H -2.72902 -4.51503 2.25849 0.6 0.7 -0.8 0.381
H -1.50440 -2.90393 4.04200 -0.5 0.3 -0.2 0.399
H 4.37290 3.12460 0.99114 1.2 0.7 0.6 0.555
H 5.12678 -0.43550 0.02604 0.1 0.0 -0.2 0.346
H 5.99256 1.00538 0.69443 -0.3 0.0 0.0 0.443
H 5.40605 1.06590 -0.99071 0.7 -1.0 0.4 0.268
H 3.48874 5.14291 0.85792 -1.5 -0.3 0.6 0.255
H 2.58450 6.20680 1.95893 -0.4 -0.9 -0.5 0.398
H 1.68799 5.34430 0.67742 -0.8 0.3 -1.2 0.454
H 4.17272 4.01500 3.05658 -1.6 0.1 0.8 0.259
H 3.03313 3.11101 4.14042 -0.2 0.5 -0.5 0.174
H 3.01477 4.90957 4.14060 -0.1 -0.2 -0.2 0.467
H 0.04195 4.36564 2.08318 -0.6 -0.2 -0.1 0.348
H 0.51645 4.61825 3.75486 0.4 0.0 -0.2 0.399
H 0.48715 2.95879 3.08085 -0.3 0.5 0.1 -0.117
H -4.03787 2.80190 0.20215 -0.3 0.5 0.1 0.277
H -1.95812 3.94116 -2.07946 1.1 1.2 0.0 0.336
H -3.60499 3.57636 -1.95436 -1.1 0.2 -0.3 0.450
H -2.45824 2.64184 -3.09902 -0.6 0.4 1.5 0.144
H -4.47113 -0.53621 2.37638 1.2 1.0 0.4 0.272
H -4.54468 0.07696 3.94131 -0.1 0.1 1.0 0.596
H -2.94339 -0.46185 3.35694 -0.6 0.8 -0.3 -0.207
H -5.71783 1.26201 1.65784 0.6 1.0 0.1 0.317
H -5.15946 3.05065 1.93264 -0.1 -0.1 -0.7 0.471
H -5.67588 2.09249 3.23670 -0.1 -0.2 -0.3 0.512
H -1.98299 2.04353 3.79129 -0.4 -0.1 -0.3 0.007
H -3.45023 2.43708 4.59015 -0.3 0.4 0.0 0.445
H -2.77275 3.45055 3.23959 -0.6 0.1 -0.2 0.373
H -1.24268 -2.04055 5.79291 -0.2 1.0 0.3 0.412
H -1.60457 -0.33906 5.40881 -0.3 0.4 -0.2 0.195
H -0.64916 -0.78769 6.84546 0.4 0.4 0.1 0.459
H 0.81155 -2.86350 6.39582 0.2 0.9 -0.8 0.362
H 2.17991 -1.71696 6.35467 -0.7 0.0 -0.6 0.330
H 1.85666 -2.80805 4.95155 -0.1 0.4 0.7 0.385
H 0.56322 0.84716 3.91268 -0.2 -0.1 -0.3 -0.051
H 2.07971 0.19844 4.43675 0.4 0.7 0.5 0.236
H 0.83686 1.01106 5.58923 0.7 -0.5 0.1 0.380
N -1.30038 -4.08009 -4.42577 -0.7 0.3 0.3 0.128
C -2.05395 -2.91509 -4.70567 1.8 0.8 0.1 0.508
C -3.33438 -3.10452 -5.16820 0.1 1.9 0.5 -0.953
C -4.10307 -1.98137 -5.38675 -1.4 1.4 -1.0 -0.440
C -3.55036 -0.68412 -5.31265 0.6 -1.1 1.8 -0.827
C -2.27505 -0.62961 -4.75679 0.6 0.9 -0.5 -0.058
N -1.49695 -1.69992 -4.52057 -0.5 -0.6 0.5 0.210
C 0.00484 -4.30176 -4.82978 0.5 -1.7 -1.8 0.344
C 0.24185 -5.50595 -5.61820 0.7 1.6 1.1 -0.754
C 1.49715 -5.73726 -6.16331 -0.1 0.1 0.2 -0.373
C 2.43910 -4.68177 -5.99704 0.2 -1.0 -2.0 -0.648
C 2.05098 -3.52146 -5.35257 2.7 -0.1 0.0 -0.328
N 0.94158 -3.39813 -4.63591 -1.0 1.0 0.1 0.153
H -1.90589 -4.86788 -4.61173 0.4 -0.2 0.2 0.266
H -3.66874 -4.08234 -5.22326 -1.1 -1.6 -0.3 0.445
H -5.18096 -2.02203 -5.66515 1.0 -0.4 0.2 0.334
H -4.07930 0.26211 -5.30076 -0.4 -0.4 -0.5 0.396
H -1.83580 0.36388 -4.48845 -0.2 -1.0 -0.2 0.166
H -0.61745 -6.12007 -5.69702 -0.4 -0.9 -0.4 0.358
H 1.76323 -6.66787 -6.76285 -0.5 1.4 1.0 0.335
H 3.38341 -4.80329 -6.61623 -1.1 0.6 1.3 0.300
H 2.76881 -2.66347 -5.35457 -0.8 -0.7 0.3 0.306
N 3.51527 1.56126 -5.11583 0.6 1.0 -1.6 -0.001
C 2.80935 1.25968 -6.27832 0.2 0.1 0.7 -0.641
C 2.02972 0.21221 -5.92908 -0.1 -0.7 -1.2 -0.435
N 2.33937 -0.23589 -4.65918 -1.1 0.7 0.4 0.246
C 3.18792 0.66086 -4.18931 0.4 -0.2 0.9 -0.327
H 4.19229 2.33077 -5.06572 -0.6 -0.8 0.4 0.232
H 2.98167 1.70386 -7.24240 -0.1 0.4 0.2 0.404
H 1.30217 -0.22396 -6.62894 0.4 -0.2 0.8 0.353
H 3.58731 0.72717 -3.17419 -0.3 -0.4 -0.4 0.234
C 2.19275 -1.60784 2.44807 1.5 2.1 2.8 -0.659
H 2.76764 -1.33222 3.40188 -1.0 -1.1 -1.4 0.077
H 2.71240 -1.61724 1.55282 0.8 -0.2 -1.9 0.670

***

110
Properties=species:S:1:pos:R:3:forces:R:3:mulliken_charge:R:1 method="wB97M-V/def2-TZVPD" gap_ev="6.44 / 2.96" spin_multiplicity=2 charge=+2
Cd 8.72800 15.36806 12.57565 -0.4 -0.3 -0.3 0.867
C 8.17795 13.32226 17.03235 -0.1 0.1 0.5 -0.805
C 8.66027 14.37336 17.81177 -0.5 0.0 -0.1 -0.614
C 9.36033 15.39172 17.20854 1.1 0.2 -1.3 -0.851
C 9.58754 15.32358 15.80065 -0.9 -1.2 1.0 0.090
N 9.02481 14.33473 15.05934 0.5 0.6 -0.1 0.196
C 8.37087 13.33568 15.66197 0.3 0.8 0.5 -0.349
C 10.44052 16.28447 15.09192 0.2 0.7 -0.7 2.103
C 11.37028 17.07093 15.81752 -0.8 -0.7 0.1 -0.681
C 12.14375 18.02191 15.17032 0.1 0.2 -0.1 -0.861
C 12.04522 18.18749 13.78378 -0.3 -0.4 0.3 -0.840
C 11.13304 17.40910 13.05839 0.5 0.3 -0.9 0.707
C 10.28846 16.50023 13.67503 0.7 -0.1 1.3 -0.944
H 7.62487 12.53267 17.52735 0.0 -0.1 -0.3 0.427
H 8.42729 14.42501 18.87325 0.2 -0.1 -0.2 0.439
H 9.83951 16.19137 17.78095 -0.5 -0.3 -0.1 0.357
H 7.97625 12.55145 15.04885 -0.2 -0.2 -0.4 0.536
H 11.46532 16.88580 16.90839 0.1 0.4 -1.0 0.319
H 12.80770 18.65449 15.76087 0.0 -0.3 -0.3 0.429
H 12.70742 18.87334 13.26749 -0.2 0.1 0.0 0.591
H 11.10063 17.55782 11.96460 0.0 -0.2 0.6 0.418
C 12.92139 13.93007 13.19419 -0.2 0.2 0.2 -1.037
S 11.71830 13.94020 11.82549 0.8 0.6 0.3 0.496
C 12.71339 14.80981 10.57785 -0.1 0.6 0.4 -0.888
H 13.97084 13.81085 12.88591 -0.6 0.1 -0.3 0.460
H 12.65374 13.08533 13.80299 -0.1 -0.4 0.3 0.374
H 12.81192 14.83114 13.80919 0.0 -0.1 -0.3 0.223
H 12.81035 14.16534 9.71488 0.0 -0.1 -0.2 0.291
H 13.70009 15.07004 10.99391 -0.5 -0.2 -0.2 0.435
H 12.19917 15.73516 10.28820 0.0 -0.3 0.0 0.172
Cl 4.41760 15.44417 10.91914 0.7 0.6 0.8 -0.394
Ge 5.01212 16.99431 12.56358 -0.6 -0.8 0.0 0.567
Cl 7.20694 12.92530 11.85620 0.4 0.0 0.1 -0.286
Cl 5.83272 15.61535 14.26171 0.2 0.2 -0.8 -0.354
C 10.24303 10.21715 8.04445 0.1 -0.1 0.1 -1.073
O 9.36725 11.36293 7.97651 1.5 0.4 0.3 -0.272
C 10.03576 12.52543 7.61032 -1.2 1.0 -0.9 0.810
C 11.39296 12.64324 7.31526 -0.3 -0.7 0.1 -0.380
C 11.82103 13.73748 6.56463 -0.1 0.9 -0.4 -0.828
C 10.93008 14.72753 6.13497 -0.3 -0.3 0.6 -0.690
C 9.59507 14.71800 6.54617 -0.1 -1.1 0.6 -0.407
C 9.14847 13.64463 7.34277 1.9 -0.2 0.4 0.136
N 7.88881 13.53494 7.91894 -1.2 0.7 0.1 0.317
C 6.93477 14.49929 8.06201 0.6 0.7 0.1 -0.721
C 7.12293 15.82938 8.43798 0.3 -0.3 0.5 0.719
C 6.09320 16.74450 8.07082 -0.4 0.5 -0.5 -0.868
C 6.22351 18.10519 8.15744 -0.6 -1.0 -0.1 -1.086
C 7.43342 18.64302 8.61395 1.0 -0.5 -0.1 0.055
C 8.42103 17.80321 9.09007 0.1 0.7 0.9 -0.721
C 8.19091 16.39518 9.29113 0.0 0.3 -0.7 0.826
O 8.83444 15.74958 10.16376 0.2 -0.6 0.4 -0.776
H 10.72266 9.98644 7.05965 -0.4 0.4 0.8 0.463
H 9.62393 9.37290 8.35468 0.0 0.1 -0.1 0.221
H 11.01790 10.38552 8.81887 -0.3 -0.2 -0.4 0.352
H 12.08635 11.84551 7.63767 -0.4 0.6 -0.5 0.418
H 12.85347 13.83864 6.24424 0.0 -0.2 0.2 0.426
H 11.23305 15.56989 5.53071 0.3 -0.2 -0.1 0.447
H 8.90420 15.48173 6.18979 0.2 -0.1 0.3 0.503
H 7.67479 12.63249 8.30488 -0.3 -0.5 -0.5 -0.144
H 5.91834 14.23994 7.75360 0.1 -0.3 0.4 0.409
H 5.20421 16.31721 7.61682 0.0 0.1 0.1 0.396
H 5.42947 18.75073 7.83081 -0.2 0.1 -0.1 0.485
H 7.56318 19.71916 8.51256 0.3 -0.2 0.3 0.529
H 9.34931 18.19558 9.54686 -0.6 -0.2 -0.4 0.344
N 7.18743 17.78904 12.24463 0.2 1.9 0.0 -0.231
C 7.36915 18.95517 12.38179 0.3 -1.6 0.1 0.278
N 7.64206 20.20442 12.61717 0.1 -0.4 0.0 0.072
C 8.87565 20.57772 13.38080 -0.4 -0.6 0.8 -0.303
C 9.83796 21.36837 12.52154 -0.2 0.5 0.6 -0.362
C 9.10274 22.58256 11.91283 -0.1 -1.2 0.0 -0.936
C 7.94775 22.06092 11.05036 -0.8 1.1 0.3 -0.370
C 6.95153 21.32597 11.94429 0.3 0.2 -0.2 -0.866
H 9.35716 19.66856 13.78503 -0.4 0.2 -0.3 -0.035
H 8.52705 21.15004 14.26375 0.2 -0.1 -0.5 0.286
H 10.26049 20.72076 11.76832 0.0 -0.2 -0.5 0.248
H 10.68015 21.60758 13.18194 -0.1 0.4 -0.2 0.407
H 9.75354 23.22512 11.36904 0.6 0.4 -0.5 0.389
H 8.67668 23.16928 12.71372 -0.1 0.3 0.4 0.348
H 8.26705 21.40660 10.26482 0.5 -0.5 -0.4 0.182
H 7.41212 22.88434 10.52643 0.3 -0.4 0.5 0.362
H 6.09520 20.98019 11.38509 -0.2 -0.4 -0.1 0.515
H 6.57311 21.99104 12.72230 0.1 0.0 0.1 0.334
C 6.19425 8.46329 7.72698 -0.7 0.3 0.4 -0.873
C 5.26707 8.48379 8.94502 -0.2 -0.5 -0.1 -0.697
C 5.99901 8.69136 10.26266 0.3 0.5 0.4 -0.540
C 6.78984 10.00828 10.28272 -0.6 0.6 0.1 -0.066
Ge 7.57138 10.65235 11.97782 -0.1 -0.2 -0.4 -0.382
C 9.51363 10.48266 11.99619 -0.2 0.9 0.6 0.110
C 10.07185 9.05334 11.99550 0.1 0.0 -0.4 -0.589
C 10.55595 8.49102 13.33224 -0.1 0.2 0.7 -0.658
C 9.46810 8.35628 14.43154 1.2 0.3 -0.4 -0.970
H 5.60873 8.28521 6.82886 0.1 0.3 -0.2 0.401
H 6.88976 7.65047 7.79086 0.6 -0.5 0.1 0.305
H 6.74786 9.40496 7.66287 -0.1 -0.1 -0.3 0.055
H 4.72444 7.54156 9.02447 0.1 -0.2 -0.1 0.369
H 4.46009 9.20012 8.79027 0.2 0.4 0.2 0.339
H 6.69158 7.87446 10.41913 0.2 -0.4 0.0 0.289
H 5.32270 8.66644 11.12192 -0.2 0.0 -0.2 0.469
H 6.10438 10.79515 9.91665 0.3 -0.1 0.3 0.549
H 7.60948 9.99159 9.56868 0.2 0.0 0.0 -0.398
H 6.91134 10.24188 13.30892 -0.1 0.1 -0.2 0.079
H 9.80249 11.05026 12.89629 0.3 -0.2 -0.2 0.384
H 9.82149 11.09120 11.13298 0.1 -0.3 0.1 -0.086
H 10.87437 9.01244 11.24234 0.0 -0.1 0.4 0.298
H 9.32261 8.37848 11.60528 -0.4 -0.4 -0.2 0.290
H 11.35703 9.13730 13.71648 -0.1 -0.1 0.0 0.272
H 11.00081 7.50942 13.16958 0.0 0.0 -0.1 0.413
H 9.11189 9.34332 14.68105 -0.4 0.4 0.2 0.136
H 9.86347 7.92451 15.35791 0.1 0.0 -0.3 0.386
H 8.65956 7.73884 14.09509 -0.6 -0.3 -0.2 0.308

***

In kJ/mol, the ΔE to the lowest compared entry with this formula, charge and spin values for the records above are, in order, 282.0, 0.0.